Molecular formula: C36H29AsClN5OOsS2
Method: DFT, the ωB97M-V functional and the def2-TZVPD basis

Its energy is -144785.829 eV. Its spin multiplicity is 5. As for the total charge: +2. The value obtained for the energy above the lowest of the compared OMol25 structures with the same formula, charge and spin is 37.8 kJ/mol. As for the expectation value of S²: 6.025.

CARTESIAN COORDINATES (ANGSTROEM)
H -4.59112 -0.63921 -3.00259
C 0.96816 2.89359 3.97560
C -0.49247 -1.84860 2.34893
C -2.64519 2.17804 0.62646
H 1.26598 5.62549 -4.15640
C 4.31009 -0.46334 0.02080
C 2.66968 2.37476 1.81925
C 0.17901 -2.17124 3.52075
C 1.07405 4.92619 -3.35381
H 2.51671 -0.68053 1.19305
C 0.58547 3.15348 -1.28981
H 2.76145 3.19079 5.10142
S 0.71111 -3.17365 -0.79136
C 1.29322 2.31843 1.67166
C 2.10127 4.12143 -2.87852
C -2.55654 -2.01677 0.95816
N -3.14301 -1.22069 -1.06580
C -0.19444 4.84512 -2.79653
Cl 5.34826 -0.53927 1.38616
H 2.66481 2.60459 -1.47282
H 5.88145 -0.22535 -1.42085
H 4.27100 -0.10463 -3.33211
H -2.89931 -4.57423 -3.83892
C 0.28275 -5.62115 -3.82985
C 2.56558 -0.32608 -2.06139
H -3.59822 -2.32577 0.94526
H -1.86566 2.95202 4.34537
C -1.33531 2.27339 1.07145
C 2.34591 2.94199 4.13414
H 1.17052 -1.76947 3.68282
C -3.38296 2.67005 2.86165
H -0.98789 5.48382 -3.16108
As 0.26918 1.88893 0.11333
C -1.78873 -2.33752 2.11905
H -3.39297 -3.52199 2.92581
H -2.86572 1.94938 -0.41008
C 3.92005 -0.23125 -2.31768
C 4.81419 -0.29886 -1.26011
H -1.43010 3.91184 -1.31101
N -3.61777 -0.42603 -3.15341
H -3.37853 0.18633 -3.91326
S -1.10353 -0.01867 -2.40845
H 4.26895 2.75153 3.19632
C -3.67659 2.39302 1.53054
C -0.44608 3.95680 -1.76049
C -1.85939 -4.65255 -3.54896
C -1.02494 2.53839 2.40999
H -4.70558 2.34635 1.20049
C 0.42384 2.58420 2.73599
C 2.94128 -0.55438 0.20543
H -1.37150 -6.14189 -5.05422
C -1.01578 -5.53567 -4.23550
H 0.32415 3.11167 4.81768
C -2.06839 2.73858 3.30396
H 3.09238 4.19687 -3.30591
C 3.19720 2.69218 3.06352
N 0.71862 -4.85602 -2.80499
C 1.85916 3.22710 -1.84694
H 1.68623 -4.93156 -2.51373
H -2.05539 -3.24276 -1.95429
H 0.10679 -3.24117 5.36061
C -2.38855 -3.15403 3.09555
N 2.09343 -0.47998 -0.82052
C -0.42703 -2.99024 4.45359
H -2.18328 -4.12338 4.98511
H 1.01208 -6.27725 -4.28175
C -1.71586 -3.48859 4.24636
Os -0.21082 -0.65315 -0.38597
C -2.75783 -0.61472 -2.13396
H -4.18915 2.83611 3.56353
O 0.10318 -1.02910 1.46837
C -1.39135 -3.89634 -2.49911
N -2.15606 -1.39101 -0.10555
C -0.05213 -3.98910 -2.10003
H 3.33044 2.19389 0.98083
H 1.83751 -0.27912 -2.86128

Atom charges from the Mulliken analysis, given in e for atoms 1 to 2: number 1, H, carries 0.253; number 2, C, carries -0.630



Molecular formula: C36H29BrN6O2PSSe2V
Method: DFT, the ωB97M-V functional and the def2-TZVPD basis

Its energy is -297383.029 eV. Its spin multiplicity is 4. As for the total charge: +1. The value obtained for the energy above the lowest of the compared OMol25 structures with the same formula, charge and spin is 0.0 kJ/mol. As for the expectation value of S²: 3.765.

CARTESIAN COORDINATES (ANGSTROEM)
N 1.19208 0.34455 3.97581
N -1.47492 1.24668 1.06977
C -3.87153 -0.82487 -2.51404
H 4.98639 -4.97071 3.73417
C -2.57061 2.59894 2.71365
H 8.07589 2.80682 2.22987
Se -0.63337 -1.76569 1.66734
H 2.96263 -4.02619 4.79087
C -3.81570 1.79343 0.84878
H 0.44449 -0.15011 3.49960
H 3.23511 1.19333 4.84482
N -1.54312 -0.33758 -1.05100
O -6.54542 -0.06177 -2.52875
C 3.31164 -4.03634 0.94172
C 4.19533 -4.55941 3.11783
C 6.40230 1.52899 1.79088
H -4.75700 -1.02873 -3.08815
H -1.45425 -7.11008 -2.36054
C -2.70360 -1.47434 -2.79486
H 1.39062 1.33880 -4.73557
C 0.76664 1.19711 -2.70509
H -5.91344 2.17047 0.38424
C 5.14443 1.08750 2.18159
C 4.56929 1.61494 3.33066
N 0.53732 1.76313 -1.50109
H 0.58475 0.13766 -2.76394
C -1.45201 1.94031 2.19724
C 1.22048 1.87575 -3.81181
H 4.79976 2.95831 4.98759
C -2.66594 1.14902 0.41768
H 6.85116 1.11530 0.89568
C 6.51559 2.98150 3.69561
H 4.62574 0.33712 1.60340
H 0.74688 -6.20465 -3.04081
H -2.66627 -6.11017 -0.44908
H 1.14979 -3.09470 3.37514
H 3.42958 -4.01476 -0.13500
H 1.37001 4.90907 -2.35303
H 5.20403 -4.98623 1.26852
H 1.42019 0.01655 4.90143
N 3.30218 1.17597 3.84159
H -0.62611 -1.72300 -2.24216
C 3.06140 -4.02572 3.71060
H 1.72214 -4.29247 -1.82925
N -6.38452 0.79776 -1.68476
P 0.88148 -2.77719 0.47434
H 1.81958 3.80993 -4.54543
H 7.04263 3.71657 4.29227
C -3.75282 2.54716 2.02803
H -0.49394 1.99703 2.69749
H -1.67335 -4.22084 0.79336
C 2.16518 -3.50239 1.53529
H -2.65716 -2.19854 -3.59875
C 0.21772 -5.77244 -2.19946
S 1.99211 1.05202 1.52497
Br 0.39501 4.03275 0.15435
C 5.25610 2.55466 4.08851
C 2.04413 -3.49741 2.92044
O -7.21249 1.62975 -1.38613
C 4.31825 -4.56848 1.73219
C -1.14266 -4.65482 -0.04140
C 0.09974 -4.15000 -0.41827
V 0.01381 0.23030 0.14845
C -5.01697 1.64687 0.08490
C 1.45968 3.23270 -3.70210
Se 1.83096 -1.41680 -0.91555
C -1.01927 -6.27924 -1.81773
C -1.69868 -5.72000 -0.74378
H -4.63591 3.06859 2.38392
C 0.77363 -4.70778 -1.50735
C -2.71235 0.29167 -0.74258
C -5.05788 0.85860 -0.99152
H -2.47806 3.15235 3.63783
C -1.55727 -1.20872 -2.04588
C 7.09181 2.47432 2.53959
C 1.21653 3.84919 -2.49182
C -3.90790 0.09796 -1.44724
C 0.75526 3.08199 -1.43304
C 2.17590 0.82353 3.18555

Atom charges from the Mulliken analysis, given in e for atoms 1 to 2: number 1, N, carries -0.265; number 2, N, carries 0.553



Molecular formula: C36H29MoN8O4
Method: DFT, the ωB97M-V functional and the def2-TZVPD basis

Its energy is -59767.195 eV. Its spin multiplicity is 3. As for the total charge: +1. The value obtained for the energy above the lowest of the compared OMol25 structures with the same formula, charge and spin is 52.1 kJ/mol. As for the expectation value of S²: 2.016.

CARTESIAN COORDINATES (ANGSTROEM)
N 1.88747 1.70095 1.01417
C 2.85868 2.72270 2.93275
H 2.59217 4.84999 3.10376
C -1.76991 2.60110 1.71981
C -0.86127 1.84275 2.49626
H 2.87560 0.62390 2.46168
H -1.92264 -2.49362 5.18288
C 0.09684 -2.27324 2.48402
C 2.40569 3.96671 2.50754
C -0.68636 2.18898 3.84758
C -0.31900 -2.61436 3.77443
C 4.21680 -1.37719 -0.51307
C -2.40410 3.71858 2.28838
C 0.80048 2.88264 -0.74997
H -0.02135 1.57553 4.44323
H 0.59398 -2.87389 -1.08813
C 1.61839 -2.01326 -4.18663
O -0.20008 0.84210 1.98696
C 1.71269 4.05602 1.31610
C -1.92663 -1.31707 2.03097
H -2.67341 4.93380 4.02199
N -0.67293 -1.59668 1.63943
H -3.43831 -1.35509 3.53205
H 5.13349 -3.31605 -0.27335
O 1.53369 2.13774 -3.26085
C 3.11655 -0.62882 -0.19262
H 1.91647 -2.43851 -5.13522
C 0.88780 -2.25831 -1.92784
C -2.18082 4.07047 3.59687
C 2.22639 -2.28169 1.12732
H 3.41844 2.60923 3.85037
H 3.01820 0.38582 -0.55012
N 2.09070 -1.06927 0.57526
H 1.34744 5.00424 0.94383
H -2.55037 -0.82161 1.29985
C -2.07351 -0.44378 -1.65877
H -3.08259 4.29781 1.67187
H -4.11888 0.12901 -5.75922
C -3.68585 -0.55661 -5.04392
H 1.30715 -3.90939 -3.20374
H -4.00496 -2.28848 -6.27449
C -3.61338 -1.91723 -5.33642
C -2.13856 2.16489 0.41346
O -1.42026 -1.21139 -0.81797
H 1.37793 3.45091 -1.48204
N -1.63642 1.13812 -0.19626
N 1.33463 -2.74636 2.06418
C -2.58626 -2.34588 -3.20672
C 2.56683 1.61821 2.15940
C 4.30101 -2.67666 -0.01249
C -2.42501 -1.62504 3.27327
H 0.35973 -3.14193 4.43162
N -2.25092 0.81674 -1.38337
H -1.18173 3.53167 5.42402
C -3.06666 -2.80324 -4.43106
C -1.33125 3.28149 4.38126
H -3.01185 -3.86278 -4.64450
H -3.22855 0.95829 -3.59795
O -2.11886 -3.26382 -2.32849
C 1.14264 1.29793 -2.46823
C 3.31170 -3.12111 0.82727
C -3.19732 -0.09314 -3.84334
C 1.56389 -0.64496 -4.00819
C -2.63180 -0.97293 -2.91085
H 4.98891 -0.96504 -1.14591
C 1.28159 -2.83291 -3.11446
H 1.66445 -3.53982 2.58559
N 0.82003 -0.93181 -1.75117
C -1.58716 -2.26612 4.18020
C 1.48888 2.89607 0.58407
Mo 0.13096 0.04196 0.11702
H -1.88253 -2.79260 -1.51141
H 1.82414 0.06290 -4.78274
H -2.94846 2.67914 -0.09715
H -0.18321 3.35515 -0.68643
N 0.70578 1.50942 -1.20508
H 3.35181 -4.10838 1.26828
C 1.16317 -0.15295 -2.77883

Atom charges from the Mulliken analysis, given in e for atoms 1 to 2: number 1, N, carries 0.617; number 2, C, carries -0.928